Record 1
This record from OMol25 describes an isolated molecule of C4H9N2P. The level of theory is the ωB97M-V functional and the def2-TZVPD basis.

Values from the calculation:
HOMO = -8.29 eV

Each line ends with the Löwdin charge.
Geometry (Å):
C 0.9618 1.8485 -0.3039  -0.2899
C -0.2699 1.4459 -0.0536  -0.1539
C -1.3024 -0.7530 -0.3470  -0.1465
C -0.6767 0.2061 0.7102  -0.2726
N 2.1417 1.2653 0.0676  -0.2411
N 2.0779 -1.5066 -0.5482  -0.2461
P 2.7272 -0.2304 0.0950  0.7585
H 1.2379 2.8830 -0.6185  0.1119
H -1.0938 2.0247 -0.3950  0.0912
H -1.9631 -1.6554 -0.1010  0.0736
H -0.3011 -1.2209 -0.7931  0.0670
H -1.7950 -0.1757 -1.2253  0.0825
H 0.1674 -0.4095 1.0340  0.0525
H -1.3714 0.5916 1.5422  0.1265
H 2.3053 -2.4598 -0.2048  0.0015
H 3.9567 0.1193 0.6438  -0.0151

Record 2
This record from OMol25 describes an isolated molecule of C4H9N2P. The level of theory is the ωB97M-V functional and the def2-TZVPD basis.

Values from the calculation:
2S+1 = 3
HOMO (alpha / beta) = -6.03 / -8.01 eV

Each line ends with the Löwdin charge.
Geometry (Å):
C -0.3945 -0.5441 -1.5000  -0.2562
C 0.9532 -1.0988 -1.0749  -0.2890
C -0.6505 0.6782 -0.6457  -0.3317
C 1.0619 -1.0525 0.4651  -0.2438
N -0.4933 1.5873 3.2072  -0.0847
N -0.7062 1.3294 1.8195  -0.3023
P 0.3055 0.4554 0.9016  0.8562
H -0.2213 -0.5010 -2.6082  0.1301
H -1.0805 -1.2412 -1.1840  0.0767
H 1.2937 -2.0437 -1.2871  0.0613
H 1.8732 -0.4712 -1.5060  0.1525
H -0.4540 1.4853 -1.2472  0.0478
H -1.6958 0.7828 -0.4088  0.0696
H 1.6573 -1.5986 1.1270  0.0237
H -0.4827 2.5737 3.2944  0.0442
H -0.9907 1.1678 3.9448  0.0455

Record 3
This record from OMol25 describes a cluster of 2 separate species, C4H9N2S in total. The level of theory is the ωB97M-V functional and the def2-TZVPD basis.

Values from the calculation:
Net charge = +1
HOMO = -12.63 eV

Each line ends with the Löwdin charge.
Geometry (Å):
C -0.7839 0.8002 2.0116  -0.0824
C -0.0425 1.2672 -0.0552  -0.1805
C 0.4218 -0.1021 0.3012  -0.5300
C 0.5329 -1.7611 -2.2838  -0.3657
N -0.8618 1.6558 1.0514  0.0746
N -0.0892 -0.2794 1.6848  0.0454
S -0.3839 -1.5016 -0.6892  0.8089
H -1.3337 0.8907 2.9666  0.1873
H 0.7783 2.0478 -0.1340  0.1581
H -0.6963 1.3871 -0.9628  0.1497
H 1.8351 -0.4350 0.3557  0.2467
H 0.9480 -2.7827 -2.2589  0.0364
H 1.2053 -0.7947 -2.4719  0.0968
H -0.1932 -1.8577 -3.0486  0.0028
H -1.4769 2.4636 1.1927  0.1942
H 0.1401 -0.9980 2.3405  0.1578

Record 4
This record from OMol25 describes the ion C4H9N2S with charge +1. The level of theory is the ωB97M-V functional and the def2-TZVPD basis.

Values from the calculation:
Net charge = +1
Structure (SMILES) = C[C@H](N)C(=S)C=[NH2+]
HOMO = -13.67 eV

Each line ends with the Löwdin charge.
Geometry (Å):
C -0.6147 1.4105 0.9548  -0.0353
C 0.0851 0.9250 -0.2859  -0.4724
N -0.8465 0.1396 -1.1995  0.0240
C 1.2139 -0.0260 0.0023  -0.6347
S 2.8365 0.3468 -0.2793  0.8720
C 0.9398 -1.4837 0.4046  -0.0709
N -0.2624 -1.8935 0.2650  0.2057
H 0.1162 1.9208 1.5125  0.0701
H -0.9529 0.4517 1.4878  0.1074
H -1.5485 2.0401 0.6400  0.1379
H 0.5842 1.7734 -0.8839  0.1516
H -0.3047 -0.1532 -2.0843  0.1535
H -1.5475 0.6871 -1.6235  0.0849
H 1.7229 -2.1718 0.7664  0.1475
H -0.6137 -2.8575 0.5029  0.1923
H -0.8079 -1.1093 -0.1799  0.0663

Record 5
This record from OMol25 describes the ion C4H9N2S with charge +1. The level of theory is the ωB97M-V functional and the def2-TZVPD basis.

Values from the calculation:
Net charge = +1
HOMO (alpha / beta) = -13.28 / -12.60 eV

Each line ends with the Löwdin charge.
Geometry (Å):
C 0.0444 -1.2228 -0.2046  -0.5205
C -0.4252 -0.6168 1.1586  -0.3974
C 0.4928 1.7102 0.2659  -0.4733
C -0.3962 -2.6583 -0.2950  -0.0225
N 0.6854 -0.5904 -1.0229  0.2261
N 0.3834 2.7097 -0.7937  0.1341
S -0.9397 1.0775 0.9253  0.9683
H -1.2607 -1.1614 1.5945  0.0874
H 0.4383 -0.6646 1.8223  0.1003
H 1.4549 1.5953 0.7265  0.0911
H -1.4789 -2.6797 -0.4042  0.0980
H -0.1185 -3.1977 0.6076  0.0954
H 0.0635 -3.1248 -1.1616  0.0892
H 1.0967 2.5111 -1.5139  0.1790
H 0.5051 3.6853 -0.4669  0.1811
H -0.5454 2.6273 -1.2378  0.1637

Record 6
This record from OMol25 describes the ion C4H9N2S with charge +1. The level of theory is the ωB97M-V functional and the def2-TZVPD basis.

Values from the calculation:
Net charge = +1
Structure (SMILES) = CS[C@H]1CNC=[NH+]1
HOMO = -12.75 eV

Each line ends with the Löwdin charge.
Geometry (Å):
C -2.8536 -0.0744 -0.2419  -0.3796
S -1.4737 0.2757 0.8879  0.8569
C 0.0115 -0.1794 -0.2113  -0.4604
C 0.9298 0.9955 -0.4504  -0.1225
N 2.1489 0.5294 0.1960  0.0834
C 2.0440 -0.6739 0.6723  -0.0827
N 0.8319 -1.1624 0.5523  0.0788
H -3.6101 0.4137 0.1788  -0.0285
H -2.8595 -1.1816 -0.3350  0.0557
H -2.7392 0.4132 -1.2770  0.0857
H -0.5391 -0.5642 -1.0802  0.1136
H 1.2124 1.1676 -1.4483  0.1200
H 0.6122 1.9468 -0.0076  0.1333
H 2.9132 1.1649 0.4619  0.1914
H 2.7396 -0.9040 1.4408  0.1681
H 0.6314 -2.1668 0.6617  0.1868

Record 7
This record from OMol25 describes a structure of composition C4H9N2S. The level of theory is the ωB97M-V functional and the def2-TZVPD basis.

Values from the calculation:
Net charge = +1
HOMO (alpha / beta) = -12.23 / -12.38 eV

Each line ends with the Löwdin charge.
Geometry (Å):
C -1.7155 -0.0965 0.1475  -0.5557
C 0.2693 0.6481 -0.0644  -0.5150
C 1.4010 1.5082 0.2913  -0.0512
C 1.7159 -1.5596 -1.1627  0.1525
N -0.5830 0.0581 0.8593  0.0382
N -2.8453 -0.7579 0.4725  0.1645
S -1.0466 0.7090 -1.2928  1.0953
H 2.0362 1.1281 1.0473  0.0941
H 1.0502 2.3198 0.8230  0.0658
H 1.7618 2.0714 -0.5714  0.1140
H 2.3836 -1.0382 -0.6313  -0.0480
H 1.7541 -1.5919 -2.2845  0.0499
H 1.0543 -2.1784 -0.7386  -0.0409
H -0.4144 0.1223 1.8561  0.1839
H -3.1954 -0.4054 1.3634  0.1354
H -3.6263 -0.9370 -0.1147  0.1171

Record 8
This record from OMol25 describes a structure of composition C4H9N3. The level of theory is the ωB97M-V functional and the def2-TZVPD basis.

Values from the calculation:
HOMO = -7.64 eV

Each line ends with the Löwdin charge.
Geometry (Å):
C 0.6574 -0.4349 -1.6486  -0.1112
N 0.4163 0.4978 -0.5445  -0.1244
C -0.6184 -1.1581 1.0948  -0.4823
N -1.3949 -0.6060 2.0684  0.0329
N -0.7876 -2.2366 0.4736  0.0106
H -0.5447 0.7906 -0.4487  0.1041
H -1.0476 0.1489 2.6338  0.0675
H -2.1888 -1.1137 2.4401  0.0767
H -1.6422 -2.7604 0.6844  0.0235
H 0.2674 -0.0222 -2.5804  0.0834
H 1.7304 -0.5754 -1.7440  0.0868
H 0.1845 -1.3826 -1.3925  0.0505
C 1.2233 1.9019 -0.7624  -0.0608
C 1.4799 3.0594 -0.5012  0.0708
H 1.8430 4.0489 -0.4235  0.0125
H 0.4219 -0.1576 0.6509  0.1595

What are the calculated total energy values for these records? In order: -608.5653 -608.4502 -665.1989 -665.2028 -665.1446 -665.2386 -665.0943 -321.8702 Ha.
What are the energy relative to the best compared isomer or geometry (same formula, charge and spin) values for these records? In order: 2.9803 1.8799 2.5423 2.4364 4.0213 1.4616 5.3887 5.9918 eV.
What are the largest force on an atom values for these records? In order: 4.35 4.36 5.85 3.61 2.08 5.58 4.71 6.32 eV/Å.